1.
A 6-piece molecular cluster, C22H24Cl3N4 overall at a distorted geometry, computed with ωB97M-V/def2-TZVPD.

Structure (ORCA input):
```
! RIJCOSX wB97M-V def2-TZVPD def2/J DEFGRID3
* xyz -1 1
C 3.479 -1.058 2.621
H -1.921 -2.709 -1.383
H -3.832 -2.301 -2.853
H -3.913 3.773 -0.428
H -3.752 -2.508 2.689
C -3.001 3.522 -0.958
C -0.267 -3.417 3.886
H -3.933 3.967 -2.843
H 3.214 4.137 -3.188
C -1.897 3.276 -3.051
C 2.855 2.615 -1.742
H 0.753 -3.634 4.172
C 3.288 1.391 -1.252
Cl 5.984 -0.423 1.823
H 0.079 -1.323 3.621
H -1.540 -1.167 0.585
C -4.522 -0.556 -1.738
C -2.740 -2.757 3.000
C -0.787 2.807 -2.375
H 3.319 0.006 2.753
C -2.588 -1.875 -1.213
H 0.035 2.510 -0.420
C 4.490 -1.320 1.517
C -2.380 -1.074 -0.093
H 2.870 0.867 -0.396
Cl 4.109 -1.686 4.181
H 2.013 3.078 -1.245
C -3.048 3.596 -2.344
H -3.234 -4.836 3.027
C 3.524 3.165 -2.827
C 4.302 0.743 -1.936
H 4.601 -2.390 1.351
Cl 0.763 0.372 1.294
H 4.149 -0.877 0.583
C -3.691 -1.617 -2.024
H -4.802 1.060 -0.303
C -2.444 -4.115 3.188
C -0.862 2.766 -0.973
N -3.211 -0.063 0.212
H 5.761 0.935 -3.528
C -1.185 -4.429 3.656
H -0.936 -5.462 3.878
H -1.913 3.257 -4.136
C -0.638 -2.131 3.527
C 4.945 1.388 -2.976
H 4.720 -0.163 -1.512
N -1.936 3.094 -0.274
H 2.516 -1.539 2.491
C -4.250 0.171 -0.586
H 0.134 2.506 -2.853
H -5.331 -0.388 -2.437
N 4.563 2.578 -3.440
N -1.909 -1.763 3.270
*
```

Values from the calculation:
M   450.8 g mol⁻¹
Kohn-Sham gap   0.2842 hartree
ΔE to the lowest compared entry with this formula, charge and spin   0.292 eV
Electronic energy   -66732.6930 eV

=====

2.
One molecule with the formula C22H24ClN3O3S2 at a distorted geometry, computed with ωB97M-V/def2-TZVPD.

Structure (ORCA input):
```
! RIJCOSX wB97M-V def2-TZVPD def2/J DEFGRID3
* xyz 0 1
H 1.489 0.929 -3.036
H -0.231 -3.729 2.412
H 0.228 -2.026 2.714
C -3.135 0.522 0.119
C -2.604 -1.817 0.054
C 3.835 -2.188 -0.636
H -1.031 1.512 0.949
C 1.430 1.042 0.949
H -1.261 -0.281 -0.558
H 1.100 3.899 -0.891
H -0.516 3.978 0.994
H 0.668 -1.524 -1.607
H 2.982 -1.327 -2.398
C -2.703 1.938 -0.143
N -0.124 -2.468 0.712
H -5.767 -1.362 1.135
N 0.400 2.040 -1.665
C 2.263 -2.869 1.048
C 1.204 -2.425 0.260
C -4.776 -1.133 0.776
C 2.330 0.816 2.015
H 2.186 2.533 -2.713
H 2.324 1.230 -1.510
H -1.341 4.004 -0.578
C -0.394 -2.690 2.114
H -1.442 -2.447 2.286
C 2.997 1.937 2.382
H 4.376 -3.089 1.228
C -3.865 -2.142 0.520
C 3.567 -2.743 0.602
O -3.340 2.717 -0.819
C 1.439 2.331 0.509
C -0.473 2.575 -2.698
H -1.480 2.723 -2.321
H 3.731 2.059 3.154
H 0.844 0.262 0.499
C 1.672 1.670 -2.261
H -4.111 -3.180 0.677
C -4.411 0.195 0.579
C -2.239 -0.505 -0.157
C 0.597 2.970 -0.556
H -0.524 1.850 -3.508
C 1.479 -1.860 -0.984
H 2.077 -3.321 2.010
C 2.784 -1.757 -1.428
C -0.742 3.392 0.096
O -1.844 -4.319 0.334
N -1.524 2.235 0.445
S -1.374 -3.093 -0.241
H 2.475 -0.146 2.474
H -0.100 3.526 -3.106
O -0.994 -3.086 -1.617
S 2.550 3.294 1.425
H 4.854 -2.094 -0.982
Cl -5.534 1.440 0.940
*
```

Values from the calculation:
M   478.0 g mol⁻¹
Kohn-Sham gap   0.3318 hartree
SMILES   CN(C)[C@@H](CNC(=O)c1cc(S(=O)(=O)N(C)c2ccccc2)ccc1Cl)c1cccs1
ΔE to the lowest compared entry with this formula, charge and spin   0.167 eV
Electronic energy   -68009.0458 eV